1.
{"formula": "C45H39BN8O2Sr", "method": "wB97M-V/def2-TZVPD", "de_lowest_ev": 0.000, "homo_ha": -0.30847, "total_charge": 0, "spin_multiplicity": 1, "gap_ev": 8.937, "symbols": ["Sr", "C", "C", "C", "C", "N", "N", "B", "N", "N", "C", "C", "C", "C", "C", "C", "C", "C", "C", "C", "N", "N", "C", "C", "C", "C", "C", "C", "C", "C", "C", "C", "C", "C", "C", "C", "C", "C", "H", "H", "H", "H", "H", "H", "H", "H", "H", "H", "H", "H", "H", "H", "H", "H", "H", "H", "H", "H", "H", "H", "H", "H", "H", "H", "H", "H", "O", "C", "N", "C", "C", "O", "N", "C", "C", "C", "C", "C", "C", "C", "C", "C", "C", "C", "C", "H", "H", "H", "H", "H", "H", "H", "H", "H", "H", "H"], "positions_angstrom": [[-0.002, -0.030, 0.359], [-1.256, -1.928, -5.082], [-1.280, -2.098, -3.599], [-1.807, -3.151, -2.875], [-1.577, -2.818, -1.535], [-0.963, -1.645, -1.458], [-0.767, -1.201, -2.728], [0.001, 0.103, -3.078], [-0.710, 1.399, -2.568], [-0.902, 1.735, -1.258], [-1.590, 2.870, -1.235], [-1.856, 3.293, -2.544], [-1.286, 2.335, -3.355], [-1.288, 2.294, -4.846], [-1.986, 3.519, 0.029], [-1.949, 2.870, 1.262], [-2.369, 3.513, 2.418], [-2.827, 4.820, 2.368], [-2.857, 5.482, 1.152], [-2.442, 4.837, -0.002], [1.495, 0.018, -2.659], [1.899, -0.192, -1.378], [3.225, -0.286, -1.392], [3.703, -0.118, -2.696], [2.574, 0.067, -3.470], [2.492, 0.284, -4.944], [3.931, -0.565, -0.128], [5.085, 0.126, 0.230], [5.703, -0.126, 1.445], [5.178, -1.072, 2.313], [4.037, -1.776, 1.959], [3.421, -1.528, 0.743], [-1.855, -3.554, -0.288], [-1.636, -4.929, -0.219], [-1.834, -5.611, 0.972], [-2.256, -4.926, 2.103], [-2.490, -3.560, 2.041], [-2.293, -2.879, 0.849], [-1.741, -2.782, -5.551], [-1.784, -1.026, -5.391], [-0.237, -1.866, -5.466], [-2.305, -4.021, -3.264], [-0.007, 0.181, -4.262], [-2.401, 4.160, -2.870], [-1.791, 3.180, -5.231], [-0.276, 2.276, -5.252], [-1.812, 1.417, -5.224], [-1.601, 1.854, 1.408], [-2.339, 2.978, 3.358], [-3.156, 5.316, 3.272], [-3.204, 6.506, 1.095], [-2.465, 5.368, -0.945], [4.724, -0.156, -3.036], [3.494, 0.281, -5.369], [1.912, -0.499, -5.433], [2.026, 1.241, -5.180], [5.481, 0.879, -0.440], [6.592, 0.427, 1.718], [5.661, -1.263, 3.263], [3.628, -2.524, 2.626], [2.554, -2.107, 0.444], [-1.286, -5.455, -1.098], [-1.650, -6.676, 1.017], [-2.413, -5.457, 3.034], [-2.837, -3.011, 2.908], [-2.517, -1.820, 0.812], [1.222, 0.625, 2.371], [0.294, 0.320, 3.141], [0.324, 0.454, 4.490], [-0.916, -0.012, 5.087], [-1.682, -0.428, 3.788], [-2.800, -0.902, 3.793], [-0.898, -0.190, 2.711], [-0.657, -1.225, 5.974], [-0.572, -1.107, 7.355], [-0.248, -2.208, 8.137], [-0.012, -3.437, 7.546], [-0.098, -3.563, 6.165], [-0.419, -2.466, 5.386], [-1.695, 1.096, 5.780], [-1.183, 2.380, 5.901], [-1.928, 3.380, 6.515], [-3.192, 3.104, 7.008], [-3.710, 1.820, 6.885], [-2.969, 0.822, 6.278], [1.177, 0.674, 4.974], [-0.762, -0.152, 7.827], [-0.185, -2.100, 9.212], [0.234, -4.297, 8.156], [0.079, -4.521, 5.692], [-0.493, -2.582, 4.310], [-0.207, 2.619, 5.500], [-1.516, 4.377, 6.604], [-3.774, 3.881, 7.485], [-4.700, 1.596, 7.262], [-3.376, -0.173, 6.171]]}

2.
{"formula": "C45H39BaN5O3P2", "method": "wB97M-V/def2-TZVPD", "homo_ha": -0.01743, "total_charge": -2, "spin_multiplicity": 1, "gap_ev": 4.538, "symbols": ["Ba", "O", "C", "N", "C", "C", "C", "C", "C", "C", "N", "C", "O", "C", "C", "C", "C", "C", "N", "C", "C", "C", "C", "C", "N", "H", "H", "H", "H", "H", "H", "H", "H", "H", "H", "H", "H", "N", "P", "C", "C", "C", "C", "C", "C", "C", "C", "C", "C", "C", "C", "P", "C", "C", "C", "C", "C", "C", "C", "C", "C", "C", "C", "C", "H", "H", "H", "H", "H", "H", "H", "H", "H", "H", "H", "H", "H", "H", "H", "H", "H", "H", "H", "H", "H", "C", "O", "C", "C", "H", "H", "H", "H", "H", "H"], "positions_angstrom": [[-1.675, -0.470, -0.415], [-3.743, 0.785, -4.434], [-3.150, 0.174, -3.523], [-3.550, -0.170, -2.302], [-4.883, 0.004, -1.889], [-5.933, 0.009, -2.819], [-7.266, 0.057, -2.447], [-7.594, 0.109, -1.105], [-6.582, 0.112, -0.158], [-5.221, 0.055, -0.498], [-4.221, -0.058, 0.490], [-4.449, 0.312, 1.746], [-5.412, 0.920, 2.257], [-3.375, -0.101, 2.759], [-3.689, -0.036, 4.118], [-2.756, -0.463, 5.045], [-1.523, -0.934, 4.611], [-1.278, -0.948, 3.248], [-2.187, -0.549, 2.363], [-1.761, -0.328, -3.919], [-1.637, -0.879, -5.196], [-0.423, -1.411, -5.584], [0.645, -1.380, -4.695], [0.445, -0.800, -3.457], [-0.721, -0.260, -3.093], [-5.672, -0.018, -3.865], [-8.038, 0.056, -3.210], [-8.630, 0.151, -0.784], [-6.834, 0.164, 0.888], [-4.659, 0.347, 4.399], [-2.986, -0.433, 6.105], [-0.768, -1.274, 5.308], [-0.331, -1.284, 2.834], [-2.501, -0.878, -5.845], [-0.310, -1.861, -6.563], [1.603, -1.823, -4.931], [1.235, -0.806, -2.713], [1.770, 0.926, 0.046], [2.297, -0.578, 0.957], [4.079, -0.056, 1.033], [4.725, 0.787, 0.129], [6.068, 1.107, 0.272], [6.802, 0.602, 1.338], [6.173, -0.234, 2.252], [4.833, -0.556, 2.095], [2.285, -1.917, -0.148], [1.339, -3.074, 0.212], [1.919, -4.359, -0.337], [2.745, -4.397, -1.402], [3.313, -3.195, -1.959], [3.126, -2.021, -1.274], [0.565, 1.868, 0.802], [1.424, 2.339, 2.350], [2.753, 2.760, 2.357], [3.382, 3.074, 3.549], [2.684, 2.980, 4.749], [1.361, 2.567, 4.750], [0.734, 2.241, 3.553], [0.691, 3.459, -0.112], [1.763, 3.775, -0.943], [1.795, 4.989, -1.614], [0.759, 5.901, -1.464], [-0.318, 5.589, -0.644], [-0.353, 4.371, 0.019], [1.443, 0.628, -0.872], [4.154, 1.209, -0.691], [6.546, 1.759, -0.451], [7.848, 0.859, 1.456], [6.729, -0.633, 3.094], [4.349, -1.209, 2.814], [1.300, -3.157, 1.310], [1.553, -5.292, 0.089], [3.033, -5.357, -1.827], [3.982, -3.246, -2.810], [3.682, -1.140, -1.591], [3.298, 2.813, 1.422], [4.421, 3.379, 3.546], [3.178, 3.220, 5.683], [0.817, 2.481, 5.683], [-0.292, 1.890, 3.551], [2.563, 3.054, -1.060], [2.631, 5.222, -2.264], [0.780, 6.844, -1.996], [-1.140, 6.286, -0.536], [-1.207, 4.117, 0.639], [-0.667, -4.044, -2.231], [-0.386, -2.814, -1.600], [-0.132, -2.838, -0.147], [-1.080, -3.806, 0.538], [-1.707, -4.360, -2.067], [0.000, -4.841, -1.898], [-0.524, -3.900, -3.307], [-0.946, -4.884, 0.314], [-2.131, -3.583, 0.295], [-0.980, -3.697, 1.622]]}

3.
{"formula": "C45H39Br2FeNO3P2", "method": "wB97M-V/def2-TZVPD", "homo_ha": [-0.27760, -0.27991], "total_charge": 0, "s_squared": 6.02, "spin_multiplicity": 5, "gap_ev": [7.642, 7.599], "symbols": ["Fe", "C", "C", "C", "C", "C", "C", "Br", "C", "C", "Br", "C", "O", "C", "N", "H", "H", "H", "H", "H", "H", "C", "C", "C", "C", "C", "C", "C", "C", "C", "C", "O", "O", "H", "H", "H", "H", "H", "H", "H", "H", "H", "H", "H", "C", "P", "C", "C", "C", "C", "C", "C", "C", "C", "C", "C", "C", "C", "P", "C", "C", "C", "C", "C", "C", "C", "C", "C", "C", "C", "C", "H", "H", "H", "H", "H", "H", "H", "H", "H", "H", "H", "H", "H", "H", "H", "H", "H", "H", "H", "H", "H", "H"], "positions_angstrom": [[1.195, 0.178, 0.141], [1.898, 3.123, -1.566], [1.815, 3.356, -0.088], [2.084, 4.620, 0.483], [2.007, 4.786, 1.836], [1.653, 3.693, 2.660], [1.506, 3.744, 4.067], [1.830, 5.367, 4.994], [1.121, 2.638, 4.770], [0.870, 1.427, 4.114], [0.312, -0.069, 5.120], [1.008, 1.285, 2.740], [0.784, 0.186, 2.089], [1.409, 2.463, 2.015], [1.500, 2.324, 0.665], [1.794, 4.055, -2.122], [1.114, 2.430, -1.871], [2.855, 2.657, -1.812], [2.345, 5.447, -0.166], [2.207, 5.747, 2.289], [1.003, 2.686, 5.844], [8.723, -2.920, -0.127], [7.311, -2.406, -0.206], [6.465, -2.468, 0.892], [5.157, -1.997, 0.840], [4.289, -2.102, 2.066], [4.702, -1.425, -0.358], [5.543, -1.335, -1.476], [5.083, -0.721, -2.772], [6.831, -1.843, -1.382], [3.312, -0.888, -0.429], [2.351, -1.567, 0.011], [3.086, 0.281, -0.902], [8.887, -3.489, 0.789], [9.437, -2.093, -0.142], [8.953, -3.567, -0.976], [6.829, -2.900, 1.819], [4.897, -2.344, 2.940], [3.532, -2.877, 1.941], [3.747, -1.178, 2.266], [4.091, -1.075, -3.056], [5.780, -0.962, -3.575], [5.016, 0.363, -2.680], [7.479, -1.797, -2.253], [-2.094, -0.581, 0.603], [-1.113, 0.318, -0.672], [-1.888, 1.970, -0.724], [-2.600, 2.479, -1.806], [-3.169, 3.743, -1.736], [-3.041, 4.505, -0.585], [-2.347, 3.999, 0.504], [-1.769, 2.743, 0.432], [-1.358, -0.421, -2.307], [-1.767, -1.738, -2.472], [-1.820, -2.302, -3.738], [-1.454, -1.560, -4.852], [-1.030, -0.247, -4.693], [-0.976, 0.317, -3.429], [-3.907, -0.165, 0.726], [-4.395, -1.196, 2.156], [-5.751, -1.486, 2.324], [-6.195, -2.186, 3.435], [-5.291, -2.598, 4.406], [-3.946, -2.299, 4.258], [-3.499, -1.599, 3.144], [-4.548, -1.187, -0.665], [-4.608, -2.581, -0.624], [-5.026, -3.300, -1.731], [-5.375, -2.638, -2.903], [-5.319, -1.255, -2.956], [-4.917, -0.534, -1.838], [-1.600, -0.257, 1.525], [-1.899, -1.655, 0.525], [-2.713, 1.885, -2.705], [-3.718, 4.131, -2.586], [-3.487, 5.492, -0.535], [-2.252, 4.583, 1.413], [-1.236, 2.351, 1.293], [-2.065, -2.332, -1.618], [-2.155, -3.326, -3.851], [-1.495, -2.003, -5.839], [-0.734, 0.340, -5.554], [-0.639, 1.342, -3.320], [-6.466, -1.168, 1.573], [-7.250, -2.408, 3.542], [-5.637, -3.145, 5.275], [-3.231, -2.610, 5.012], [-2.441, -1.378, 3.062], [-4.333, -3.103, 0.287], [-5.079, -4.382, -1.684], [-5.692, -3.203, -3.772], [-5.596, -0.734, -3.865], [-4.893, 0.551, -1.872]]}

4.
{"formula": "C45H39BrN4O3PbS7", "method": "wB97M-V/def2-TZVPD", "de_lowest_ev": 0.000, "homo_ha": -0.01069, "total_charge": -2, "spin_multiplicity": 1, "gap_ev": 3.811, "symbols": ["Pb", "C", "C", "S", "C", "C", "S", "C", "C", "S", "H", "H", "H", "H", "H", "H", "H", "H", "H", "H", "H", "H", "O", "C", "C", "C", "N", "C", "Br", "C", "H", "H", "H", "H", "S", "C", "C", "C", "C", "C", "N", "H", "H", "H", "H", "C", "C", "C", "C", "C", "C", "C", "C", "C", "C", "C", "C", "C", "C", "C", "H", "H", "H", "H", "H", "H", "H", "H", "H", "H", "O", "S", "O", "N", "C", "S", "C", "C", "C", "C", "C", "C", "H", "H", "H", "H", "S", "C", "N", "C", "C", "C", "C", "C", "C", "H", "H", "H", "H", "H"], "positions_angstrom": [[-0.997, 0.283, 0.218], [-1.690, -4.801, -1.779], [-2.528, -3.986, -2.757], [-2.921, -2.340, -2.090], [-2.604, -1.257, -3.508], [-1.208, -1.323, -4.122], [0.137, -1.117, -2.906], [1.199, -2.531, -3.322], [0.697, -3.936, -2.986], [-0.066, -4.104, -1.338], [-2.208, -4.870, -0.820], [-1.538, -5.812, -2.163], [-2.012, -3.858, -3.706], [-3.464, -4.514, -2.952], [-3.363, -1.441, -4.272], [-2.768, -0.262, -3.090], [-1.046, -2.268, -4.643], [-1.113, -0.505, -4.838], [1.426, -2.481, -4.390], [2.112, -2.315, -2.764], [-0.042, -4.274, -3.711], [1.539, -4.629, -3.022], [-4.117, -4.083, 4.223], [-3.588, -3.331, 3.222], [-2.309, -3.552, 2.723], [-1.852, -2.734, 1.711], [-2.583, -1.750, 1.185], [-3.800, -1.570, 1.656], [-4.836, -0.227, 0.816], [-4.364, -2.323, 2.671], [-3.434, -4.685, 4.542], [-1.670, -4.325, 3.133], [-0.855, -2.854, 1.299], [-5.362, -2.129, 3.035], [-1.744, 1.157, 2.740], [-1.085, 2.649, 2.188], [-1.035, 3.817, 2.978], [-0.544, 4.979, 2.432], [-0.118, 4.999, 1.102], [-0.180, 3.819, 0.394], [-0.626, 2.678, 0.921], [-1.404, 3.772, 3.993], [-0.501, 5.885, 3.026], [0.261, 5.898, 0.636], [0.112, 3.771, -0.650], [0.786, -0.643, 1.241], [1.659, -1.009, 2.024], [2.661, -1.413, 2.944], [3.942, -0.721, 2.854], [4.510, -0.419, 1.601], [5.735, 0.216, 1.489], [6.445, 0.598, 2.623], [5.880, 0.358, 3.872], [4.653, -0.275, 3.986], [2.381, -2.419, 3.918], [3.368, -2.992, 4.771], [3.065, -3.994, 5.673], [1.779, -4.523, 5.771], [0.800, -4.003, 4.925], [1.076, -2.978, 4.042], [3.962, -0.703, 0.710], [6.147, 0.414, 0.505], [7.407, 1.089, 2.537], [6.404, 0.677, 4.768], [4.205, -0.403, 4.964], [4.394, -2.660, 4.689], [3.849, -4.382, 6.317], [1.551, -5.319, 6.470], [-0.204, -4.418, 4.965], [0.296, -2.565, 3.419], [-6.076, 2.255, -2.724], [-5.026, 3.234, -2.864], [-5.328, 4.564, -2.395], [-3.610, 2.691, -2.274], [-2.692, 2.587, -3.214], [-1.111, 2.061, -2.974], [-3.178, 2.943, -4.587], [-2.479, 2.932, -5.784], [-3.146, 3.300, -6.945], [-4.489, 3.670, -6.918], [-5.187, 3.683, -5.716], [-4.508, 3.320, -4.573], [-1.435, 2.647, -5.789], [-2.610, 3.306, -7.886], [-4.987, 3.955, -7.837], [-6.230, 3.970, -5.673], [3.085, 3.302, -2.421], [2.228, 1.798, -2.107], [2.106, 1.473, -0.878], [2.697, 2.407, -0.044], [2.708, 2.354, 1.349], [3.323, 3.375, 2.043], [3.930, 4.443, 1.375], [3.920, 4.518, -0.007], [3.298, 3.490, -0.708], [1.815, 1.234, -2.933], [2.221, 1.523, 1.845], [3.326, 3.351, 3.125], [4.414, 5.227, 1.945], [4.366, 5.356, -0.528]]}

5.
{"formula": "C45H39F3N2OTeV", "method": "wB97M-V/def2-TZVPD", "de_lowest_ev": 0.216, "homo_ha": -0.33814, "total_charge": 1, "spin_multiplicity": 1, "gap_ev": 4.503, "symbols": ["V", "C", "C", "C", "C", "N", "C", "C", "C", "C", "C", "C", "C", "H", "H", "H", "H", "H", "H", "H", "H", "C", "C", "C", "C", "C", "C", "Te", "N", "C", "O", "C", "C", "C", "C", "C", "C", "C", "C", "C", "C", "C", "C", "C", "C", "C", "C", "C", "C", "H", "H", "H", "H", "H", "H", "H", "H", "H", "H", "H", "H", "H", "H", "H", "H", "H", "H", "H", "H", "H", "H", "H", "H", "H", "H", "H", "F", "C", "F", "F", "C", "C", "C", "C", "C", "C", "C", "C", "H", "H", "H", "H"], "positions_angstrom": [[-0.412, 2.534, 0.733], [1.987, 5.729, -0.882], [1.574, 5.718, -2.209], [0.594, 4.838, -2.626], [0.018, 3.971, -1.707], [0.425, 4.004, -0.413], [1.389, 4.849, -0.011], [-0.993, 2.942, -2.003], [-1.641, 2.827, -3.227], [-2.550, 1.799, -3.424], [-2.823, 0.894, -2.408], [-2.200, 1.012, -1.171], [-1.291, 2.038, -0.974], [2.759, 6.397, -0.532], [2.028, 6.393, -2.922], [0.284, 4.811, -3.659], [1.672, 4.798, 1.035], [-1.448, 3.530, -4.027], [-3.052, 1.705, -4.377], [-3.534, 0.095, -2.573], [-2.429, 0.316, -0.375], [-1.075, -7.780, -2.104], [-0.723, -6.374, -1.705], [-0.800, -5.327, -2.611], [-0.473, -4.022, -2.258], [-0.575, -2.960, -3.318], [-0.050, -3.756, -0.947], [0.477, -1.773, -0.391], [0.590, 1.344, 1.111], [1.876, 0.992, 1.650], [2.496, 0.079, 1.198], [2.338, 1.935, 2.705], [3.706, 1.994, 2.956], [4.193, 2.905, 3.878], [3.320, 3.747, 4.557], [1.954, 3.676, 4.322], [1.460, 2.770, 3.396], [2.130, -1.586, -1.714], [2.120, -0.691, -2.786], [0.980, 0.240, -3.108], [3.220, -0.647, -3.645], [4.326, -1.458, -3.465], [5.496, -1.412, -4.406], [4.327, -2.322, -2.375], [3.257, -2.399, -1.495], [3.352, -3.350, -0.334], [0.025, -4.797, -0.011], [0.451, -4.631, 1.426], [-0.314, -6.085, -0.413], [-1.402, -7.827, -3.141], [-1.875, -8.176, -1.477], [-0.216, -8.442, -1.991], [-1.131, -5.526, -3.625], [-1.243, -3.284, -4.116], [0.402, -2.751, -3.759], [-0.954, -2.023, -2.906], [4.368, 1.332, 2.416], [5.256, 2.959, 4.071], [3.706, 4.452, 5.281], [1.273, 4.309, 4.875], [0.385, 2.668, 3.273], [0.247, 0.290, -2.307], [0.463, -0.083, -4.016], [1.361, 1.248, -3.293], [3.200, 0.043, -4.482], [5.364, -0.642, -5.165], [5.621, -2.369, -4.916], [6.423, -1.207, -3.869], [5.193, -2.951, -2.200], [4.376, -3.706, -0.221], [2.707, -4.218, -0.481], [3.048, -2.866, 0.594], [0.773, -3.618, 1.654], [1.278, -5.307, 1.653], [-0.371, -4.886, 2.097], [-0.251, -6.888, 0.314], [-7.998, 0.398, 5.792], [-7.379, 1.555, 6.081], [-8.283, 2.537, 5.976], [-6.996, 1.488, 7.368], [-6.192, 1.772, 5.175], [-6.131, 2.873, 4.336], [-5.033, 3.040, 3.510], [-3.999, 2.104, 3.530], [-4.068, 0.997, 4.385], [-5.166, 0.833, 5.203], [-2.870, 2.261, 2.677], [-1.917, 2.368, 1.921], [-6.937, 3.592, 4.325], [-4.973, 3.890, 2.844], [-3.263, 0.276, 4.392], [-5.233, -0.021, 5.864]]}